A cluster of 3 separate species, C2H11NO2S2 in total in a non-equilibrium geometry. Source: the OMol25 dataset; level of theory: ωB97M-V/def2-TZVPD.

Geometry as XYZ:
```
18
Properties=species:S:1:pos:R:3:forces:R:3:mulliken_charge:R:1
N 0.7606 1.8029 1.3621 -1.381 -1.559 -2.706 -0.76
H -0.4967 0.4501 2.1118 -2.029 -1.063 1.196 0.37
H 1.7076 -0.3062 0.2407 -0.444 -0.791 0.433 0.39
S 0.4296 -2.3087 1.0910 0.522 1.137 0.000 -0.08
C 0.4858 0.3409 1.8075 1.176 3.545 -1.256 -0.67
O -0.9133 -0.0994 -2.7891 0.925 1.290 -0.749 -0.67
H 0.5377 2.4095 2.1140 -0.127 0.501 1.020 0.24
S 0.3583 -3.2099 -0.7016 -4.264 -0.216 0.200 -0.24
H 0.0160 -0.1064 -0.2232 0.848 -1.611 1.712 0.01
H -1.2896 -0.9037 -2.4725 -0.012 -1.199 0.225 0.33
C 0.6871 -0.5424 0.6306 0.066 1.022 -2.045 0.04
H 1.2132 0.3131 2.5599 0.678 -1.282 1.499 0.37
H -0.0472 1.9337 0.6713 1.745 0.311 1.085 0.34
H -1.2661 1.0428 -1.4250 -0.432 1.033 2.456 0.34
H 1.5157 -3.3075 -1.1191 3.834 -0.126 -0.762 0.13
H -0.0343 -0.2702 -3.1905 -0.948 -0.127 0.565 0.32
H -2.2777 1.3062 -0.1995 -1.055 -0.197 0.098 0.28
O -1.3867 1.4551 -0.4685 0.898 -0.666 -2.969 -0.72
```
Forces are in eV/Å.

The value obtained for the HOMO-LUMO gap is 9.29 eV. The value obtained for the HOMO energy is -9.0 eV. Its relative energy (zero: lowest compared OMol25 entry of this formula, charge and spin) is 122.7 kJ/mol. Its largest force on an atom is 0.08313 Eh/bohr. The multiplicity is 1. The energy comes out at -29506.8849 eV.


A cluster of 3 separate species, C2H11NO2S2 in total in a non-equilibrium geometry. Source: the OMol25 dataset; level of theory: ωB97M-V/def2-TZVPD.

Geometry as XYZ:
```
18
Properties=species:S:1:pos:R:3:forces:R:3:mulliken_charge:R:1
N -1.7563 -0.1233 2.0346 -0.944 -1.581 -1.655 -0.69
O 3.2932 2.9419 0.4769 2.451 0.608 2.625 -0.62
H -0.3716 -2.9222 0.6008 0.201 1.236 -0.080 0.28
H -2.7659 0.1352 2.1990 1.295 -0.575 -0.086 0.24
H -2.2165 -2.1227 1.6552 -0.551 -0.589 -0.389 0.28
H 2.4190 1.9837 -2.4455 -0.509 -0.298 0.787 0.32
S -1.5371 -0.3806 -2.4845 0.764 0.343 2.301 -0.22
O 1.9208 1.5338 -1.7268 0.630 0.995 -0.596 -0.66
C -1.8367 -1.3638 0.9988 0.389 3.036 0.468 -0.19
H -1.2225 0.4822 -1.3930 -0.271 -0.869 -1.582 0.16
H -1.4533 0.6389 1.4479 0.380 0.493 -0.040 0.25
H 2.8353 2.3115 -0.0157 -1.406 -1.727 -1.574 0.33
S -0.5223 -2.0702 -1.6062 -0.152 0.978 1.493 -0.06
H -2.4922 -0.9889 0.1707 0.153 -1.036 0.777 0.23
H 1.8606 0.6362 -2.0333 -0.180 -0.760 -0.137 0.32
H 3.8751 2.3948 1.0833 -1.060 1.123 -1.096 0.32
C -0.4926 -1.8228 0.3715 0.421 -0.773 -0.717 -0.65
H 0.4629 -1.2638 0.6662 -1.609 -0.603 -0.499 0.35
```
Forces are in eV/Å.

The value obtained for the HOMO-LUMO gap is 8.78 eV. The value obtained for the HOMO energy is -8.6 eV. Its relative energy (zero: lowest compared OMol25 entry of this formula, charge and spin) is 155.8 kJ/mol. Its largest force on an atom is 0.07083 Eh/bohr. The multiplicity is 1. The energy comes out at -29506.5418 eV.


A cluster of 3 separate species, C2H11NO2S2 in total in a non-equilibrium geometry. Source: the OMol25 dataset; level of theory: ωB97M-V/def2-TZVPD.

Geometry as XYZ:
```
18
Properties=species:S:1:pos:R:3:forces:R:3:mulliken_charge:R:1
H -1.6414 -2.5244 0.6895 -4.224 -3.850 0.851 0.15
C -0.7888 -0.9043 1.6304 1.221 -1.329 -3.389 -0.76
H 0.3627 0.1687 -0.0038 0.783 0.083 0.596 -0.34
S -0.3591 3.2900 0.6044 1.239 1.051 -0.525 -0.24
H 1.6730 -0.0283 -1.1881 -0.141 -0.040 -0.381 0.23
H 0.1464 1.2001 -2.8441 -0.194 0.538 -0.256 0.29
H 2.6137 -1.0500 -0.5397 0.083 -1.948 0.461 0.30
H -1.3504 0.3546 0.1103 0.884 0.288 0.392 0.36
N -0.9299 -1.9718 0.5336 2.512 4.718 0.296 -0.51
H -1.5990 3.3916 0.1982 -1.073 -0.004 -0.201 0.13
H 1.3027 0.2796 -3.2699 1.071 -0.022 -1.256 0.31
H -0.0465 -1.3342 2.2381 1.508 0.342 1.104 0.36
H -1.6196 -0.7566 2.3058 -0.708 0.108 -0.575 0.47
H -0.0713 -2.4341 0.3618 0.559 -0.569 0.120 0.18
S -0.4631 1.7383 1.8369 0.440 -0.661 0.348 -0.10
O 0.6517 0.4291 -2.6187 -1.058 -0.467 1.356 -0.64
C -0.4082 0.3093 0.7263 -3.442 -0.119 1.203 0.44
O 2.5271 -0.1577 -0.7709 0.539 1.881 -0.143 -0.63
```
Forces are in eV/Å.

The value obtained for the HOMO-LUMO gap is 9.31 eV. The value obtained for the HOMO energy is -8.8 eV. Its relative energy (zero: lowest compared OMol25 entry of this formula, charge and spin) is 133.6 kJ/mol. Its largest force on an atom is 0.11237 Eh/bohr. The multiplicity is 1. The energy comes out at -29506.7720 eV.


A cluster of 3 separate species, C2H11NO2S2 in total in a non-equilibrium geometry. Source: the OMol25 dataset; level of theory: ωB97M-V/def2-TZVPD.

Geometry as XYZ:
```
18
Properties=species:S:1:pos:R:3:forces:R:3:mulliken_charge:R:1
H 0.1769 -0.2514 -0.2682 0.844 1.141 0.177 -0.02
H -0.4364 -1.2243 2.6258 0.614 -0.250 -0.001 0.38
H -0.7453 2.7961 -2.0912 0.010 -0.115 -0.085 0.30
H -2.0906 -0.9279 1.0877 -0.255 -0.054 0.000 0.23
H -0.2184 -1.7184 0.2186 0.801 -0.655 0.741 0.41
H 3.6566 0.7176 1.2142 0.185 -0.770 -0.794 0.28
H 0.0540 -1.1181 -2.9826 -0.088 -0.233 -0.036 0.28
N -1.6855 -0.0642 1.4222 0.873 0.494 0.400 -0.60
H -0.2473 0.4009 -2.9322 0.201 -0.271 -0.492 0.39
O 0.0775 -0.3204 -3.5110 -0.019 0.368 0.365 -0.62
H -2.2711 0.2647 2.1797 -0.091 0.174 -0.017 0.26
C -0.3330 -0.3853 1.9361 -1.487 -0.982 -1.070 -0.61
H -1.2460 1.6150 -1.2329 0.159 0.291 -0.314 0.32
O -0.5984 1.8585 -1.9172 -0.319 -0.106 0.723 -0.70
H 0.1702 0.3995 2.4868 -0.074 0.526 -0.405 0.48
S 3.3319 0.0055 0.0601 -0.904 0.331 1.024 0.03
S 2.0269 -1.1771 1.1062 0.969 0.306 -0.197 0.19
C 0.3778 -0.8706 0.5978 -1.419 -0.195 -0.021 -0.01
```
Forces are in eV/Å.

The value obtained for the HOMO-LUMO gap (spin up / spin down) is 8.82 / 5.17 eV. The value obtained for the HOMO energy (spin up / spin down) is -13.6 / -13.6 eV. Its relative energy (zero: lowest compared OMol25 entry of this formula, charge and spin) is 75.6 kJ/mol. Its largest force on an atom is 0.04042 Eh/bohr. As for the total charge: +1. The multiplicity is 2. The energy comes out at -29498.7427 eV.